{"formula": "C4H7OP", "method": "ωB97M-V/def2-TZVPD", "species": ["C", "C", "C", "C", "O", "P", "H", "H", "H", "H", "H", "H", "H"], "xyz": [[0.0804, 1.0161, 0.0260], [-2.0430, -0.0325, 0.6114], [-2.1479, -1.1536, -0.3056], [2.7656, 0.4548, -0.0112], [-2.6358, 0.3546, 1.5438], [1.1071, -0.1656, 0.4437], [0.0825, 2.1005, -0.2119], [-3.2525, -1.4615, -0.6032], [-1.4022, -1.0935, -1.1737], [-1.7990, -1.9294, 0.3086], [3.3815, -0.3079, -0.3141], [2.6041, 1.0322, -0.8976], [3.2591, 1.1858, 0.5840]], "e_tot_ha": -573.03299, "largest_force_ev_per_a": 3.058, "gap_ev": 8.344}